1.
{"formula": "C40H90N2O39P8", "method": "ωB97M-V/def2-TZVPD", "e_homo_ev": -9.544, "total_charge": 0, "e_tot_ev": -200089.690, "e_lumo_ev": -0.73, "de_lowest_kcal_mol": 61.7, "orbital_gap_ev": 8.8, "max_force_ev_per_a": 4.57, "elements": ["C", "C", "O", "C", "O", "O", "C", "H", "H", "H", "H", "H", "H", "H", "H", "C", "C", "C", "C", "C", "C", "N", "O", "O", "H", "H", "H", "H", "H", "C", "C", "C", "C", "C", "C", "N", "O", "O", "H", "H", "H", "H", "H", "C", "O", "P", "O", "O", "C", "O", "C", "H", "H", "H", "H", "H", "H", "H", "H", "H", "C", "O", "P", "O", "O", "C", "O", "C", "H", "H", "H", "H", "H", "H", "H", "H", "H", "C", "O", "P", "O", "O", "C", "O", "C", "H", "H", "H", "H", "H", "H", "H", "H", "H", "C", "O", "P", "O", "O", "C", "O", "C", "H", "H", "H", "H", "H", "H", "H", "H", "H", "C", "O", "P", "O", "O", "C", "O", "C", "H", "H", "H", "H", "H", "H", "H", "H", "H", "C", "O", "P", "O", "O", "C", "O", "C", "H", "H", "H", "H", "H", "H", "H", "H", "H", "C", "O", "P", "O", "O", "C", "O", "C", "H", "H", "H", "H", "H", "H", "H", "H", "H", "C", "O", "P", "O", "O", "C", "O", "C", "H", "H", "H", "H", "H", "H", "H", "H", "H"], "positions_angstrom": [[2.40, 8.65, -1.01], [3.77, 8.58, -0.33], [3.78, 8.62, 1.07], [3.96, 7.59, 1.88], [3.89, 6.42, 1.55], [4.10, 7.91, 3.11], [4.27, 6.84, 4.06], [1.81, 7.74, -0.94], [2.38, 8.84, -2.08], [1.83, 9.47, -0.54], [4.29, 9.50, -0.60], [4.36, 7.76, -0.75], [4.63, 5.91, 3.63], [3.41, 6.56, 4.66], [5.14, 7.18, 4.61], [5.49, 2.64, -3.91], [4.54, 2.29, -3.02], [3.49, 3.07, -2.75], [3.37, 4.35, -3.32], [4.39, 4.86, -4.11], [5.39, 3.99, -4.49], [2.22, 5.20, -2.88], [1.43, 4.65, -2.15], [2.09, 6.34, -3.43], [6.41, 2.11, -4.10], [4.76, 1.42, -2.41], [2.86, 2.87, -1.89], [4.51, 5.89, -4.41], [6.25, 4.27, -5.08], [4.69, -1.14, -1.15], [5.90, -1.84, -0.80], [6.33, -1.99, 0.53], [5.51, -1.46, 1.53], [4.39, -0.70, 1.18], [3.99, -0.50, -0.13], [5.88, -1.72, 2.94], [4.97, -1.69, 3.79], [7.07, -1.86, 3.23], [4.52, -0.94, -2.20], [6.57, -2.27, -1.53], [7.26, -2.52, 0.67], [3.76, -0.30, 1.96], [3.14, 0.07, -0.49], [7.90, 0.76, -5.96], [7.62, -0.52, -6.34], [6.15, -1.03, -6.09], [5.43, -0.35, -4.97], [5.44, -0.93, -7.51], [4.06, -1.27, -7.64], [6.50, -2.67, -5.89], [6.65, -3.19, -4.59], [7.11, 1.45, -6.27], [8.81, 1.14, -6.43], [8.02, 0.77, -4.88], [3.82, -1.43, -8.69], [3.51, -0.40, -7.29], [3.78, -2.18, -7.11], [7.19, -2.64, -3.82], [7.13, -4.17, -4.59], [5.64, -3.28, -4.20], [-0.76, 4.71, 0.21], [-0.87, 3.69, 1.13], [-2.22, 2.81, 1.27], [-3.12, 2.91, 0.08], [-2.92, 3.19, 2.72], [-2.07, 3.15, 3.80], [-1.65, 1.30, 1.53], [-0.52, 0.79, 0.78], [-1.72, 5.22, 0.23], [-0.51, 4.19, -0.71], [0.02, 5.45, 0.43], [-1.98, 2.16, 4.25], [-2.31, 3.76, 4.67], [-1.08, 3.45, 3.45], [0.38, 0.63, 1.36], [-0.23, 1.22, -0.18], [-0.75, -0.18, 0.36], [-1.42, 2.83, -3.21], [-0.86, 2.06, -4.27], [-0.16, 2.89, -5.49], [1.30, 3.04, -5.35], [-0.50, 2.08, -6.91], [0.15, 2.39, -8.08], [-1.00, 4.25, -5.59], [-0.64, 5.32, -6.38], [-2.46, 3.08, -3.40], [-0.85, 3.71, -2.94], [-1.47, 2.19, -2.33], [-0.62, 2.72, -8.77], [0.71, 1.51, -8.40], [1.01, 3.01, -7.86], [-0.48, 6.10, -5.64], [-1.41, 5.63, -7.09], [0.18, 5.24, -7.09], [-3.15, 11.39, -2.35], [-2.61, 10.11, -2.51], [-2.35, 9.42, -4.00], [-1.39, 10.15, -4.92], [-2.10, 7.82, -3.71], [-1.09, 7.36, -2.74], [-3.78, 9.43, -4.62], [-3.92, 9.72, -6.02], [-4.07, 11.36, -1.76], [-3.22, 11.89, -3.32], [-2.44, 11.94, -1.73], [-0.92, 8.25, -2.13], [-0.25, 6.98, -3.33], [-1.33, 6.59, -2.00], [-4.86, 9.35, -6.42], [-3.06, 9.28, -6.51], [-3.88, 10.80, -6.17], [3.48, 4.09, -10.62], [4.65, 3.25, -10.53], [5.13, 2.79, -9.05], [6.27, 1.90, -8.90], [5.47, 4.16, -8.24], [6.66, 4.76, -8.67], [3.85, 2.25, -8.30], [3.73, 2.55, -6.95], [3.25, 4.74, -9.77], [2.59, 3.47, -10.78], [3.38, 4.69, -11.52], [7.32, 4.92, -7.82], [6.39, 5.75, -9.04], [7.24, 4.29, -9.46], [4.72, 2.50, -6.49], [3.05, 1.83, -6.50], [3.25, 3.52, -6.80], [7.41, 3.60, 4.16], [7.90, 3.40, 2.85], [7.13, 2.57, 1.66], [5.88, 1.90, 2.07], [6.95, 3.74, 0.50], [5.76, 4.45, 0.39], [8.41, 1.60, 1.16], [8.81, 0.56, 2.07], [6.66, 2.87, 4.45], [6.89, 4.55, 4.10], [8.23, 3.76, 4.86], [6.06, 5.49, 0.26], [5.45, 4.66, 1.42], [5.04, 4.22, -0.39], [7.99, 0.29, 2.73], [9.62, 0.98, 2.67], [9.00, -0.40, 1.59], [6.25, 10.42, -6.95], [5.18, 9.59, -7.31], [4.31, 9.00, -6.06], [5.06, 8.46, -4.90], [3.24, 7.99, -6.66], [3.72, 7.11, -7.73], [3.32, 10.27, -5.79], [2.44, 10.24, -4.74], [6.76, 9.98, -6.09], [6.15, 11.51, -6.90], [6.96, 10.27, -7.77], [3.63, 6.05, -7.46], [4.78, 7.31, -7.87], [3.10, 7.26, -8.61], [1.60, 10.89, -5.00], [2.83, 10.74, -3.86], [2.13, 9.23, -4.48], [13.28, 4.10, -1.60], [12.06, 3.42, -2.01], [10.64, 3.92, -1.33], [10.56, 5.39, -1.20], [10.37, 3.12, 0.03], [10.84, 3.76, 1.26], [9.50, 3.26, -2.24], [8.21, 3.92, -2.34], [14.11, 3.64, -2.14], [13.60, 3.93, -0.57], [13.27, 5.16, -1.85], [11.10, 4.81, 1.15], [11.70, 3.17, 1.58], [9.98, 3.84, 1.93], [7.92, 4.37, -3.28], [8.03, 4.76, -1.67], [7.43, 3.20, -2.10]], "mulliken_charge": [-0.34, -0.19, -0.36, 0.84, -0.58, -0.39, -0.51, -0.17, 0.04, 0.46, 0.27, 0.22, 0.07, 0.33, 0.32, -0.19, -1.37, -0.34, -0.28, -0.98, -0.54, 1.51, -0.45, -0.57, 0.79, 0.12, 0.86, 0.68, 0.83, -0.89, -0.16, -0.70, 0.15, -0.38, -0.24, 1.03, -0.60, -0.60, 0.73, 0.22, 0.44, 0.42, 0.58, -0.20, -0.30, 0.44, 0.07, -0.29, -0.40, -0.43, -0.72, -0.17, 0.34, 0.25, 0.23, 0.00, 0.35, 0.25, 0.35, 0.30, -0.58, -0.13, 0.75, -0.70, -0.36, -0.60, -0.34, -0.51, 0.46, 0.01, 0.40, 0.26, 0.28, 0.24, 0.27, 0.09, 0.42, -0.20, -0.35, -0.26, 0.43, -0.39, -0.21, -0.17, -0.28, 0.32, -0.08, 0.15, 0.37, 0.27, -0.23, 0.04, 0.33, 0.08, -0.66, -0.34, 0.97, -0.64, -0.23, -0.10, -0.35, -0.59, 0.22, 0.30, 0.27, 0.31, -0.10, 0.10, 0.24, 0.29, 0.25, -0.46, -0.35, 0.33, -0.72, 0.44, -1.12, -0.04, 0.27, 0.04, 0.30, 0.31, 0.29, 0.31, 0.37, 0.07, 0.41, -0.34, -0.67, -0.23, 1.00, -0.67, -0.10, -1.39, -0.06, -0.97, 0.31, 0.16, 0.27, 0.35, 0.53, 0.49, 0.31, 0.27, 0.27, -0.82, -0.34, 1.10, -0.68, -0.14, -0.18, -0.45, -0.14, 0.35, 0.25, 0.26, -0.25, 0.40, 0.29, 0.26, 0.31, -0.19, -0.71, -0.37, 0.86, -0.73, 0.05, -0.64, -0.18, -0.52, 0.29, 0.28, 0.30, 0.46, 0.25, 0.02, 0.27, 0.36, 0.13]}



2.
{"formula": "CH3NO2", "method": "ωB97M-V/def2-TZVPD", "e_homo_ev": -11.149, "total_charge": 0, "e_tot_ev": -6667.591, "e_lumo_ev": 0.02, "de_lowest_kcal_mol": 93.9, "orbital_gap_ev": 11.2, "max_force_ev_per_a": 2.89, "elements": ["C", "N", "O", "O", "H", "H", "H"], "positions_angstrom": [[-0.03, 0.19, -0.63], [0.00, -0.17, 0.80], [0.36, -1.32, 1.02], [-0.47, 0.57, 1.68], [-0.58, 1.12, -0.69], [-0.31, -0.66, -1.26], [1.02, 0.27, -0.92]], "mulliken_charge": [-0.68, 0.80, -0.49, -0.50, 0.31, 0.29, 0.28]}



3.
{"formula": "C33H63Cl10N3O8S4", "method": "ωB97M-V/def2-TZVPD", "e_homo_ev": -10.041, "total_charge": 0, "e_tot_ev": -224654.518, "e_lumo_ev": 0.11, "orbital_gap_ev": 10.2, "max_force_ev_per_a": 4.66, "elements": ["C", "C", "C", "C", "N", "H", "H", "H", "H", "H", "H", "H", "C", "C", "C", "C", "N", "H", "H", "H", "H", "H", "H", "H", "C", "C", "C", "C", "N", "H", "H", "H", "H", "H", "H", "H", "C", "Cl", "Cl", "H", "H", "C", "Cl", "Cl", "H", "H", "C", "Cl", "Cl", "H", "H", "C", "Cl", "Cl", "H", "H", "C", "Cl", "Cl", "H", "H", "C", "C", "C", "S", "O", "O", "C", "H", "H", "H", "H", "H", "H", "H", "H", "C", "C", "C", "S", "O", "O", "C", "H", "H", "H", "H", "H", "H", "H", "H", "C", "C", "C", "S", "O", "O", "C", "H", "H", "H", "H", "H", "H", "H", "H", "C", "C", "C", "S", "O", "O", "C", "H", "H", "H", "H", "H", "H", "H", "H"], "positions_angstrom": [[-7.31, -17.04, 10.67], [-6.56, -16.29, 11.75], [-6.85, -16.89, 13.18], [-8.07, -16.40, 13.91], [-8.93, -15.98, 14.56], [-8.41, -17.08, 10.84], [-6.90, -18.10, 10.72], [-7.10, -16.54, 9.70], [-6.85, -15.24, 11.78], [-5.51, -16.49, 11.74], [-6.03, -16.62, 13.84], [-6.96, -17.92, 13.07], [-9.21, -11.68, 8.13], [-9.70, -13.11, 8.36], [-8.68, -13.90, 9.38], [-8.86, -13.30, 10.66], [-8.73, -12.84, 11.70], [-9.84, -11.16, 7.36], [-8.23, -11.73, 7.77], [-9.21, -11.17, 9.09], [-9.68, -13.69, 7.43], [-10.68, -13.30, 8.75], [-7.68, -13.97, 9.12], [-9.02, -14.97, 9.67], [-13.96, -18.38, 9.75], [-14.50, -16.94, 9.80], [-13.93, -16.08, 10.98], [-12.46, -15.98, 10.77], [-11.30, -15.97, 10.73], [-14.09, -18.82, 10.77], [-12.85, -18.56, 9.60], [-14.32, -18.99, 8.99], [-15.58, -17.03, 9.91], [-14.28, -16.44, 8.87], [-14.25, -16.43, 11.96], [-14.33, -15.08, 10.94], [-14.59, -12.67, 6.81], [-13.34, -13.79, 7.53], [-13.88, -11.16, 6.33], [-14.93, -13.17, 5.88], [-15.28, -12.56, 7.63], [-19.26, -15.35, 8.15], [-19.49, -16.96, 7.51], [-17.86, -14.68, 7.31], [-20.08, -14.66, 7.84], [-19.06, -15.45, 9.21], [-9.03, -18.54, 6.68], [-8.06, -19.98, 7.18], [-10.15, -17.92, 7.96], [-8.28, -17.73, 6.51], [-9.58, -18.74, 5.77], [-14.79, -17.80, 5.80], [-14.82, -17.15, 4.16], [-14.01, -19.30, 6.02], [-14.20, -17.01, 6.39], [-15.79, -17.78, 6.17], [-16.99, -20.08, 11.01], [-17.33, -18.43, 11.56], [-17.02, -20.32, 9.23], [-15.99, -20.24, 11.38], [-17.67, -20.73, 11.56], [-12.94, -10.27, 10.61], [-11.77, -11.21, 10.96], [-12.35, -12.58, 11.32], [-13.96, -12.32, 12.05], [-13.93, -12.72, 13.44], [-14.97, -12.78, 11.13], [-13.94, -10.52, 11.77], [-13.37, -10.60, 9.71], [-12.68, -9.26, 10.54], [-11.21, -10.77, 11.80], [-11.16, -11.45, 10.11], [-11.70, -13.04, 12.00], [-12.50, -13.15, 10.40], [-13.75, -9.85, 12.64], [-14.94, -10.21, 11.54], [-16.70, -13.86, 14.70], [-16.99, -14.76, 13.56], [-18.14, -15.71, 13.97], [-18.11, -15.74, 15.82], [-17.90, -17.09, 16.23], [-19.19, -15.00, 16.45], [-16.64, -14.74, 15.88], [-17.50, -13.20, 14.87], [-15.76, -13.34, 14.58], [-16.06, -15.32, 13.21], [-17.28, -14.18, 12.73], [-17.96, -16.70, 13.56], [-19.10, -15.34, 13.68], [-15.75, -15.39, 15.86], [-16.66, -14.25, 16.88], [-13.37, -17.41, 15.98], [-12.40, -16.54, 15.13], [-11.67, -17.44, 14.17], [-12.66, -18.89, 14.08], [-12.02, -19.88, 14.94], [-13.10, -19.38, 12.80], [-14.10, -18.23, 14.90], [-14.11, -16.79, 16.45], [-12.77, -18.01, 16.70], [-11.71, -16.08, 15.78], [-13.08, -15.82, 14.72], [-10.70, -17.73, 14.56], [-11.64, -16.97, 13.22], [-14.74, -19.13, 15.01], [-14.54, -17.55, 14.15], [-10.84, -22.22, 12.70], [-10.97, -21.81, 11.19], [-10.53, -20.40, 11.00], [-9.19, -20.21, 12.17], [-9.25, -18.95, 12.86], [-7.92, -20.51, 11.60], [-9.61, -21.53, 13.32], [-10.73, -23.31, 12.72], [-11.80, -21.87, 13.09], [-12.05, -21.82, 10.96], [-10.39, -22.49, 10.56], [-11.26, -19.67, 11.34], [-9.99, -20.20, 10.09], [-9.84, -21.02, 14.28], [-8.71, -22.02, 13.51]], "mulliken_charge": [-0.53, -0.40, -0.56, 0.41, -0.55, -0.11, 0.41, 0.28, 0.20, 0.34, 0.43, 0.17, -1.48, 0.19, 0.22, 0.35, -0.68, 0.30, 0.50, 0.35, 0.49, -0.39, 0.62, -0.38, -0.19, -0.30, 2.16, -0.18, -0.33, -0.35, -0.13, 0.49, 0.27, -0.10, -1.01, -0.25, -0.37, -0.06, -0.15, 0.38, 0.19, -0.19, -0.14, -0.11, 0.33, 0.11, -0.54, -0.17, 0.03, 0.28, 0.37, 0.22, -0.19, -0.14, -0.08, 0.18, 0.08, -0.15, -0.16, -0.23, 0.44, -0.65, 0.23, -0.45, 1.50, -0.79, -0.68, -1.01, 0.18, 0.47, 0.36, -0.54, 0.61, -0.27, 0.37, 0.53, -0.76, 0.24, -0.56, 1.11, -0.63, -0.68, -0.20, 0.45, 0.13, -0.57, 0.68, 0.10, 0.46, -0.30, 0.60, -1.19, -0.42, 0.30, 1.21, -0.79, -0.53, -0.38, 0.53, 0.32, 0.50, -0.02, 0.47, -0.54, 0.53, -0.16, -0.41, -0.80, 0.44, 1.14, -0.48, -0.75, -1.08, 0.41, 0.15, 0.26, 0.41, -0.40, 0.23, 0.27, 0.62]}